C17H24N2O3S in the gas phase. Source: OMol25; level of theory: ωB97M-V/def2-TZVPD.

The geometry in XYZ format:
```
47
Properties=species:S:1:pos:R:3:nbo_charge:R:1
C 6.05 3.86 -0.32 -0.600
H 5.23 4.51 -0.04 0.200
C 5.53 2.61 -1.01 -0.387
C 4.59 1.81 -0.12 -0.388
C 4.05 0.57 -0.81 -0.397
C 3.13 -0.24 0.10 -0.227
N 2.57 -1.38 -0.60 -0.856
S 1.53 -2.31 0.35 2.310
O 1.34 -3.54 -0.36 -0.938
O 2.00 -2.36 1.70 -0.944
C 0.05 -1.33 0.27 -0.355
C -0.39 -0.65 1.39 -0.167
C -1.54 0.11 1.33 -0.068
C -2.25 0.19 0.13 0.250
C -1.77 -0.47 -1.02 -0.056
C -0.62 -1.23 -0.93 -0.159
H -0.24 -1.76 -1.79 0.237
C -2.53 -0.30 -2.30 -0.417
C -4.02 -0.29 -1.99 -0.490
C -4.34 0.78 -0.96 0.693
O -5.36 1.43 -0.99 -0.595
N -3.42 0.94 0.04 -0.459
C -3.81 1.85 1.11 -0.210
C -2.64 2.20 2.01 -0.403
C -2.02 0.90 2.52 -0.419
H -1.18 1.10 3.19 0.222
H -2.76 0.33 3.08 0.216
H -3.00 2.81 2.84 0.223
H -1.89 2.77 1.46 0.206
H -4.23 2.74 0.64 0.234
H -4.61 1.38 1.69 0.198
H -4.62 -0.10 -2.88 0.243
H -4.32 -1.25 -1.56 0.231
H -2.29 -1.11 -2.99 0.227
H -2.24 0.64 -2.77 0.218
H 0.17 -0.74 2.31 0.243
H 3.27 -1.97 -1.02 0.399
H 2.29 0.37 0.42 0.197
H 3.67 -0.56 1.00 0.196
H 4.89 -0.06 -1.12 0.195
H 3.50 0.85 -1.71 0.205
H 5.11 1.52 0.79 0.197
H 3.75 2.45 0.18 0.195
H 6.37 1.98 -1.30 0.194
H 5.00 2.90 -1.93 0.194
H 6.60 3.59 0.59 0.201
H 6.72 4.41 -0.97 0.209
```

Calculated values
energy above the lowest of the compared OMol25 structures with the same formula, charge and spin = 41.8 kJ/mol
lowest unoccupied orbital energy = 0.524 eV
SMILES string = CCCCCNS(=O)(=O)c1cc2c3c(c1)CCC(=O)N3CCC2
orbital gap = 0.3378 Ha

=====

C17H25BN2O4 in the gas phase in a non-equilibrium geometry. Source: OMol25; level of theory: ωB97M-V/def2-TZVPD.

The geometry in XYZ format:
```
49
Properties=species:S:1:pos:R:3:nbo_charge:R:1
O 1.17 -1.49 5.63 -0.611
O -1.08 0.21 1.46 -0.654
O -1.44 -3.27 -2.20 -0.894
O 0.93 -3.02 -2.01 -0.856
B -0.30 -2.63 -1.79 1.102
C 1.69 -0.71 4.82 0.646
C -0.46 -0.87 1.62 0.691
C 4.18 -0.34 4.77 -0.367
C 2.99 -0.06 5.35 -0.258
C -0.77 0.63 -4.79 -0.246
C -1.62 2.44 -3.39 -0.204
C -0.32 -0.02 -3.69 -0.153
C -1.39 1.84 -4.63 -0.018
C -1.09 1.79 -2.26 0.020
C -0.44 0.56 -2.46 -0.049
N -0.21 -1.68 0.52 -0.613
N 1.22 -0.57 3.48 -0.447
C -1.74 2.66 -5.85 -0.631
C -1.20 2.37 -0.89 -0.655
C 1.67 0.52 2.58 -0.435
C 0.15 -0.22 -1.32 -0.442
C -1.21 -0.90 4.03 -0.626
C -0.59 -1.40 -0.90 -0.379
C -0.05 -1.27 3.04 -0.126
H -2.30 -2.74 -1.99 0.513
H 0.80 -3.89 -2.41 0.500
H 4.17 -0.88 3.86 0.197
H 5.10 -0.10 5.23 0.204
H 2.84 0.46 6.30 0.228
H -0.73 0.22 -5.81 0.210
H -2.23 3.32 -3.26 0.211
H 0.32 -0.88 -3.68 0.194
H 0.53 -2.43 0.56 0.404
H -2.82 2.71 -6.06 0.217
H -1.46 2.12 -6.74 0.209
H -1.26 3.66 -5.83 0.221
H -0.26 2.56 -0.50 0.215
H -1.65 3.31 -0.82 0.214
H -1.75 1.65 -0.14 0.254
H 0.78 1.17 2.34 0.229
H 2.08 0.06 1.65 0.197
H 2.43 1.15 3.15 0.228
H 1.15 -0.53 -1.54 0.212
H 0.16 0.47 -0.43 0.239
H -2.07 -0.42 3.50 0.235
H -1.54 -1.82 4.57 0.229
H -0.93 -0.17 4.87 0.234
H -1.69 -1.20 -0.91 0.197
H 0.22 -2.34 3.00 0.214
```

Calculated values
energy above the lowest of the compared OMol25 structures with the same formula, charge and spin = 180.9 kJ/mol
lowest unoccupied orbital energy = 0.235 eV
SMILES string = C=CC(=O)N(C)[C@@H](C)C(=O)N[C@@H](Cc1ccc(C)cc1C)B(O)O
orbital gap = 0.3266 Ha

=====

2 unconnected molecules or ions with the total composition C17H25BNO in a non-equilibrium geometry. Source: OMol25; level of theory: ωB97M-V/def2-TZVPD.

The geometry in XYZ format:
```
45
Properties=species:S:1:pos:R:3:nbo_charge:R:1
C -0.58 4.08 3.22 -0.265
O -1.05 3.79 1.89 -0.458
C -1.38 2.51 1.57 0.407
C -1.98 2.32 0.29 -0.282
C -2.23 1.05 -0.17 -0.086
C -1.84 -0.10 0.58 -0.199
C -1.98 -1.38 -0.01 0.146
C -1.28 -2.55 0.39 -0.095
C -1.82 -3.83 0.06 -0.125
C -1.09 -4.99 0.28 -0.226
C 0.18 -4.92 0.88 -0.096
C 0.71 -3.68 1.28 -0.218
C -0.01 -2.51 1.04 -0.118
C -1.36 0.11 1.91 -0.099
C -1.12 1.38 2.40 -0.281
H -0.41 5.16 3.21 0.226
H -1.33 3.81 3.98 0.198
H 0.37 3.55 3.42 0.190
H -2.22 3.21 -0.29 0.254
H -2.75 0.91 -1.12 0.235
H -2.75 -1.50 -0.77 0.228
H -2.81 -3.85 -0.39 0.226
H -1.51 -5.96 -0.01 0.242
H 0.75 -5.83 1.05 0.238
H 1.68 -3.62 1.78 0.239
H 0.42 -1.55 1.34 0.233
H -1.19 -0.75 2.55 0.238
H -0.71 1.52 3.41 0.241
C 3.03 0.98 -2.70 -0.403
N 1.73 0.79 -1.98 -0.371
C 1.84 1.49 -0.66 -0.404
C 0.67 1.48 -2.79 -0.402
B 1.36 -0.76 -1.79 -0.200
H 0.25 -0.83 -1.21 -0.093
H 3.19 2.07 -2.79 0.198
H 3.85 0.54 -2.12 0.229
H 2.97 0.53 -3.70 0.233
H 2.04 2.55 -0.86 0.201
H 0.90 1.37 -0.11 0.212
H 2.68 1.05 -0.10 0.229
H 0.96 2.54 -2.87 0.200
H 0.65 1.03 -3.79 0.233
H -0.30 1.37 -2.30 0.215
H 1.27 -1.29 -2.88 -0.029
H 2.21 -1.29 -1.09 -0.041
```

Calculated values
energy above the lowest of the compared OMol25 structures with the same formula, charge and spin = 28.9 kJ/mol
total charge = +1
lowest unoccupied orbital energy = -5.325 eV
orbital gap = 0.2517 Ha

=====

C17H25N3O2S in the gas phase. Source: OMol25; level of theory: ωB97M-V/def2-TZVPD.

The geometry in XYZ format:
```
48
Properties=species:S:1:pos:R:3:nbo_charge:R:1
C 3.35 3.12 -0.73 -0.610
H 3.71 4.11 -0.97 0.213
H 4.16 2.56 -0.28 0.202
H 2.54 3.20 -0.01 0.208
C 2.84 2.44 -2.00 -0.215
N 2.24 1.14 -1.71 -0.479
C 1.26 0.71 -2.71 -0.229
C 0.09 1.68 -2.87 -0.627
H -0.76 1.15 -3.31 0.222
H -0.21 2.09 -1.91 0.200
H 0.34 2.51 -3.53 0.209
H 1.74 0.55 -3.69 0.168
H 0.88 -0.25 -2.37 0.225
C 3.26 0.11 -1.52 -0.216
H 4.16 0.59 -1.13 0.193
C 2.84 -0.99 -0.54 -0.428
C 2.55 -0.42 0.84 -0.226
N 1.31 0.31 0.82 -0.636
C 0.23 -0.11 1.49 0.674
O 0.25 -0.99 2.33 -0.646
C -1.08 0.59 1.12 -0.506
C -1.68 -0.11 -0.11 -0.420
C -1.27 -1.57 -0.14 0.684
O -0.39 -1.96 -0.89 -0.616
N -1.90 -2.39 0.72 -0.612
C -2.98 -2.07 1.55 0.222
C -3.25 -2.86 2.66 -0.247
C -4.35 -2.61 3.45 -0.195
C -5.21 -1.56 3.14 -0.226
C -4.94 -0.76 2.05 -0.191
C -3.83 -1.00 1.26 -0.248
S -3.50 0.02 -0.14 0.286
H -5.59 0.07 1.80 0.221
H -6.07 -1.37 3.75 0.217
H -4.55 -3.24 4.31 0.218
H -2.58 -3.68 2.89 0.216
H -1.50 -3.31 0.84 0.417
H -1.34 0.36 -1.03 0.259
H -1.76 0.49 1.97 0.244
H -0.92 1.65 0.92 0.227
H 1.24 0.93 0.01 0.430
H 2.43 -1.23 1.58 0.238
H 3.36 0.24 1.17 0.184
H 1.96 -1.51 -0.90 0.236
H 3.66 -1.71 -0.48 0.212
H 3.53 -0.34 -2.49 0.179
H 2.08 3.08 -2.44 0.199
H 3.66 2.35 -2.73 0.169
```

Calculated values
energy above the lowest of the compared OMol25 structures with the same formula, charge and spin = 41.1 kJ/mol
lowest unoccupied orbital energy = 0.701 eV
SMILES string = CCN(CC)CCCNC(=O)C[C@@H]1Sc2ccccc2NC1=O
orbital gap = 0.3309 Ha

=====

C17H25N3O4S in the gas phase in a non-equilibrium geometry. Source: OMol25; level of theory: ωB97M-V/def2-TZVPD.

The geometry in XYZ format:
```
50
Properties=species:S:1:pos:R:3:nbo_charge:R:1
C -2.70 6.37 1.29 -0.409
C -1.70 6.94 0.66 -0.175
C -0.43 6.25 0.23 -0.273
N -0.49 4.82 0.34 -0.610
C 0.32 4.12 1.18 0.665
O 1.18 4.65 1.85 -0.625
C 0.08 2.65 1.19 -0.176
C 1.17 1.81 1.44 -0.137
C 1.02 0.44 1.47 -0.250
C -0.24 -0.13 1.26 0.322
C -1.34 0.70 1.04 -0.270
C -1.17 2.07 1.01 -0.184
H -2.04 2.69 0.86 0.204
H -2.33 0.29 0.91 0.209
O -0.28 -1.48 1.34 -0.517
C -1.45 -2.19 1.01 0.103
C -1.78 -2.10 -0.49 -0.456
C -1.02 -3.18 -1.27 -0.228
N 0.23 -3.54 -0.64 -0.691
S 1.47 -2.43 -0.81 2.447
O 0.99 -1.25 -1.47 -0.954
O 2.23 -2.30 0.40 -0.942
N 2.47 -3.30 -1.86 -0.652
C 3.77 -2.67 -1.97 -0.432
H 4.45 -3.35 -2.47 0.205
H 3.72 -1.73 -2.54 0.184
H 4.12 -2.46 -0.97 0.235
C 1.84 -3.55 -3.14 -0.431
H 2.55 -4.08 -3.78 0.211
H 1.54 -2.62 -3.63 0.192
H 0.97 -4.18 -2.97 0.212
C 0.08 -4.15 0.67 -0.225
C -1.18 -3.65 1.40 -0.434
H -2.05 -4.25 1.13 0.207
H -1.03 -3.72 2.47 0.231
H 0.04 -5.24 0.54 0.196
H 0.97 -3.89 1.23 0.249
H -1.61 -4.10 -1.35 0.201
H -0.80 -2.82 -2.27 0.228
H -2.85 -2.21 -0.65 0.215
H -1.46 -1.12 -0.85 0.244
H -2.30 -1.81 1.60 0.189
H 1.85 -0.22 1.63 0.245
H 2.14 2.26 1.61 0.234
H -1.17 4.33 -0.22 0.396
H -0.19 6.54 -0.80 0.198
H 0.40 6.58 0.87 0.254
H -1.73 7.99 0.40 0.200
H -3.58 6.92 1.58 0.202
H -2.68 5.32 1.57 0.192
```

Calculated values
energy above the lowest of the compared OMol25 structures with the same formula, charge and spin = 283.4 kJ/mol
lowest unoccupied orbital energy = 0.637 eV
SMILES string = C=CCNC(=O)c1ccc(OC2CCN(S(=O)(=O)N(C)C)CC2)cc1
orbital gap = 0.3351 Ha